(1)
Below is a single C4H5F3 molecule at a distorted geometry, with properties calculated with ωB97M-V with the def2-TZVPD basis set.

Geometry (Å):
C (-0.47, 0.10, -0.99)
C (0.63, 0.59, -0.07)
F (0.64, 1.94, -0.14)
C (1.12, -0.16, 1.17)
C (1.96, -0.10, 0.00)
F (3.18, 0.42, -0.11)
F (1.96, -1.33, -0.60)
H (-0.07, -0.06, -1.99)
H (-1.30, 0.81, -1.02)
H (-0.78, -0.81, -0.57)
H (1.23, 0.32, 2.17)
H (0.77, -1.21, 1.23)

## Properties
**Multiplicity**: 1
**HOMO**: -10.6 eV
**Frontier orbital gap**: 11.531 eV

(2)
Below is C20H19Br15ClNS as an isolated structure at a distorted geometry, with properties calculated with ωB97M-V with the def2-TZVPD basis set.

Geometry (Å):
C (1.25, -1.74, 0.65)
C (1.97, -0.59, 1.44)
C (2.40, 0.65, 0.53)
Cl (3.23, 1.89, 1.58)
C (1.06, 1.18, -0.11)
C (0.84, 1.30, -1.54)
C (-0.45, 1.77, -2.05)
C (-1.54, 2.13, -1.14)
C (-1.28, 2.00, 0.31)
C (-0.01, 1.54, 0.86)
S (-2.70, 2.43, 1.38)
C (-4.08, 1.71, 0.41)
C (-5.21, 1.01, 1.01)
C (-6.21, 0.46, 0.07)
C (-6.09, 0.61, -1.38)
C (-4.96, 1.34, -1.98)
C (-3.95, 1.88, -1.06)
N (-2.82, 2.59, -1.64)
H (0.80, -2.43, 1.41)
H (0.41, -1.40, -0.01)
H (1.95, -2.36, 0.03)
H (1.33, -0.27, 2.31)
H (2.90, -1.01, 1.90)
H (3.10, 0.23, -0.23)
H (1.69, 1.02, -2.21)
H (-0.67, 1.84, -3.15)
H (0.15, 1.47, 1.95)
H (-5.28, 0.90, 2.12)
H (-7.09, -0.11, 0.46)
H (-6.84, 0.18, -2.09)
H (-4.82, 1.50, -3.07)
H (-2.93, 3.60, -1.44)
C (5.04, -3.01, -1.21)
Br (5.11, -3.12, 0.72)
Br (3.58, -4.05, -1.94)
Br (4.98, -1.17, -1.83)
H (5.96, -3.45, -1.59)
C (8.13, -5.79, -2.81)
Br (8.21, -5.91, -0.88)
Br (6.67, -6.84, -3.53)
Br (8.07, -3.96, -3.42)
H (9.05, -6.23, -3.19)
C (-3.45, 4.72, -5.23)
Br (-1.82, 3.73, -5.55)
Br (-5.01, 3.60, -5.45)
Br (-3.43, 5.60, -3.51)
H (-3.51, 5.49, -5.99)
C (-6.39, 0.02, 5.28)
Br (-4.99, 1.36, 5.28)
Br (-7.20, -0.16, 3.53)
Br (-5.77, -1.67, 5.96)
H (-7.17, 0.37, 5.95)
C (5.67, -0.91, 4.84)
Br (4.80, -0.11, 3.30)
Br (4.59, -0.74, 6.44)
Br (6.18, -2.75, 4.51)
H (6.58, -0.35, 5.01)

## Properties
**Multiplicity**: 1
**HOMO**: -8.2 eV
**Frontier orbital gap**: 7.832 eV

(3)
Below is a single C6H8 molecule at a distorted geometry, with properties calculated with ωB97M-V with the def2-TZVPD basis set.

Geometry (Å):
C (-1.05, 0.68, 0.57)
C (-0.29, 0.33, -0.77)
C (1.13, 0.74, -0.39)
C (1.24, -0.13, 0.87)
C (0.60, -1.38, 0.45)
C (-0.25, -1.15, -0.58)
H (-1.59, -0.20, 0.94)
H (-1.75, 1.51, 0.50)
H (-0.73, 0.71, -1.71)
H (1.25, 1.81, -0.20)
H (1.89, 0.43, -1.12)
H (-0.14, 0.71, 1.37)
H (0.57, -2.26, 1.09)
H (-1.03, -1.80, -0.96)

## Properties
**Multiplicity**: 1
**HOMO**: -8.0 eV
**Frontier orbital gap**: 7.762 eV

(4)
Below is C2H2I4 as an isolated structure at a distorted geometry, with properties calculated with ωB97M-V with the def2-TZVPD basis set.

Geometry (Å):
C (0.27, 0.57, -0.40)
C (-0.15, -0.55, 0.46)
I (1.28, -0.28, -2.20)
I (1.62, 2.01, 0.47)
I (-1.57, -1.88, -0.62)
I (-1.36, 0.26, 2.24)
H (-0.66, 1.16, -0.91)
H (0.56, -1.29, 0.96)

## Properties
**Multiplicity**: 1
**HOMO**: -8.9 eV
**Frontier orbital gap**: 8.027 eV

(5)
Below is C8F9N2ORuS2Te4 as an isolated structure, with properties calculated with ωB97M-V with the def2-TZVPD basis set.

Geometry (Å):
Ru (0.62, 0.79, 0.83)
S (1.61, -1.43, 0.76)
C (1.27, -1.45, 2.44)
S (0.52, 0.07, 2.88)
C (1.51, -2.46, 3.33)
C (2.13, -3.67, 2.91)
N (2.64, -4.65, 2.58)
C (1.14, -2.33, 4.70)
N (0.84, -2.23, 5.81)
Te (-0.59, 3.05, 1.49)
Te (0.82, 4.98, 0.25)
Te (3.20, 4.23, 1.26)
Te (2.94, 1.60, 0.55)
F (0.38, -1.44, -2.33)
C (-0.03, -0.21, -2.65)
F (1.02, 0.60, -2.52)
F (-0.38, -0.22, -3.95)
C (-1.19, 0.25, -1.70)
O (-0.78, 0.17, -0.42)
C (-1.63, 1.70, -2.10)
F (-2.03, 1.78, -3.38)
F (-2.64, 2.11, -1.34)
F (-0.62, 2.56, -1.95)
C (-2.40, -0.72, -1.84)
F (-3.38, -0.38, -0.99)
F (-2.04, -1.97, -1.54)
F (-2.92, -0.73, -3.07)

## Properties
**Multiplicity**: 1
**HOMO (alpha / beta)**: -5.0 / -4.9 eV
**Total charge**: -1
**Frontier orbital gap (alpha / beta)**: 5.331 / 5.263 eV

(6)
Below is C16H15MnNO4Se as an isolated structure at a distorted geometry, with properties calculated with ωB97M-V with the def2-TZVPD basis set.

Geometry (Å):
Mn (1.37, 0.81, -0.50)
O (4.93, 2.60, -0.97)
C (3.92, 1.84, -0.75)
O (2.75, 2.22, -0.83)
C (4.18, 0.42, -0.37)
C (5.36, -0.25, -0.19)
C (5.28, -1.59, 0.21)
C (4.05, -2.20, 0.38)
C (2.91, -1.45, 0.17)
N (3.00, -0.18, -0.17)
C (1.44, -1.86, 0.26)
O (1.10, -2.95, 0.59)
O (0.65, -0.85, -0.09)
H (4.65, 3.51, -1.18)
H (6.31, 0.24, -0.36)
H (6.19, -2.15, 0.39)
H (3.96, -3.24, 0.67)
C (-5.11, -1.18, 1.47)
C (-3.99, -0.44, 0.78)
C (-2.95, 0.12, 1.50)
C (-1.91, 0.79, 0.89)
C (-0.88, 1.44, 1.78)
C (-1.91, 0.89, -0.51)
Se (-0.48, 1.78, -1.44)
C (-2.95, 0.35, -1.27)
C (-3.01, 0.40, -2.78)
C (-3.98, -0.30, -0.60)
H (-4.86, -1.40, 2.51)
H (-5.32, -2.12, 0.96)
H (-6.03, -0.59, 1.46)
H (-2.95, 0.04, 2.58)
H (-0.88, 0.96, 2.76)
H (-1.10, 2.50, 1.92)
H (0.14, 1.39, 1.41)
H (-2.72, -0.58, -3.18)
H (-2.34, 1.14, -3.20)
H (-4.02, 0.61, -3.11)
H (-4.79, -0.73, -1.18)

## Properties
**Multiplicity**: 5
**HOMO (alpha / beta)**: -10.8 / -10.9 eV
**Total charge**: +1
**Frontier orbital gap (alpha / beta)**: 5.754 / 5.662 eV